The following is a DFT calculation (ωB97M-V with the def2-TZVPD basis set) of a 15-piece molecular cluster, C39H71Br28F13NO2S overall.

The geometry in XYZ format:
```
155
Properties=species:S:1:pos:R:3:forces:R:3
O 4.623367 -2.422691 2.688248 0.467 0.412 -0.104
C 4.997010 -1.292278 2.547319 -1.058 -0.965 0.258
O 4.157030 -0.335632 2.031750 0.804 0.177 -0.026
C 3.934800 -0.542136 0.619233 -0.076 0.277 0.295
C 3.298810 0.728929 0.035301 -0.454 -0.667 0.178
C 1.819168 0.503721 -0.363273 0.570 0.218 -0.024
C 0.881365 0.809951 0.814895 1.023 -0.379 -0.109
N -0.157937 1.839693 0.523520 -0.605 -0.876 -0.184
C -1.379204 1.715999 1.406145 -0.433 0.313 -0.737
C -2.366433 0.738779 0.722590 0.431 -0.079 0.679
C -3.233816 0.017711 1.763034 -0.615 0.809 -1.553
F -4.239988 0.873863 2.077653 -0.171 0.430 0.268
F -2.595732 -0.256942 2.900385 0.398 -0.531 0.309
C -4.011706 -1.239121 1.237690 0.340 0.205 1.174
F -4.955461 -1.441370 2.166157 -0.398 -0.381 0.211
F -4.656664 -0.948768 0.109451 0.309 0.194 -0.765
C -3.172030 -2.560415 1.152437 -0.752 -0.018 0.776
F -3.372919 -3.194399 2.313950 -0.350 -0.291 0.426
F -1.857352 -2.334310 1.142005 0.575 0.397 -0.986
C -3.654743 -3.576644 0.069631 0.861 -0.613 0.138
F -3.293380 -4.777985 0.498809 0.861 -0.511 0.148
F -4.960771 -3.623982 -0.006079 -0.969 0.701 0.152
S -2.945017 -3.399667 -1.663956 -1.420 -0.853 -1.819
F -3.340707 -4.911820 -1.959618 0.085 -0.102 0.288
F -1.515227 -3.864050 -1.230957 0.193 0.437 0.595
F -2.612580 -1.862613 -1.476040 0.461 0.104 0.509
F -4.389725 -2.992736 -2.203599 0.081 0.434 0.035
F -2.435050 -3.296296 -3.144983 0.404 0.214 -0.234
H 6.003526 -0.967672 2.844366 -0.180 0.385 -0.055
H 3.286869 -1.411486 0.486022 0.121 -0.065 -0.030
H 4.907120 -0.742802 0.163766 -0.108 -0.032 -0.153
H 3.903672 1.011577 -0.817817 -0.109 0.378 -0.146
H 3.308954 1.490268 0.816693 0.490 0.210 -0.247
H 1.735401 -0.535908 -0.673849 -0.346 -0.037 -0.023
H 1.560222 1.080386 -1.249283 -0.030 0.242 -0.034
H 0.450229 -0.127428 1.161814 -0.580 0.299 0.118
H 1.479691 1.218345 1.618943 -0.088 0.011 0.421
H -0.492626 1.683586 -0.432965 0.155 0.330 -0.202
H 0.239592 2.786803 0.538676 0.025 -0.029 0.113
H -1.812963 2.713541 1.429782 -0.040 -0.022 0.426
H -1.073104 1.366757 2.387378 0.101 0.211 0.050
H -1.757353 -0.005429 0.201946 -0.222 -0.103 -0.185
H -3.029234 1.266115 -0.004766 0.798 -0.560 1.063
Br 0.363352 5.388757 -0.346013 -0.080 -0.216 0.267
C 0.533734 6.357884 1.352444 0.048 0.120 -0.098
C 1.926269 6.269443 1.914724 0.098 -0.143 0.236
Br 2.272559 4.584679 2.842394 -0.157 -0.002 -0.301
H -0.220004 5.980197 2.036270 -0.011 -0.076 -0.063
H 0.291098 7.382462 1.079314 0.055 0.015 0.054
H 2.074716 7.014882 2.693653 -0.089 0.073 -0.061
H 2.685361 6.390654 1.147724 0.035 -0.045 0.037
Br -0.583913 2.837644 -2.845950 0.110 0.017 0.056
C -1.811804 1.937616 -4.057427 -0.117 0.295 -0.106
C -3.235264 2.231859 -3.677606 -0.237 -0.172 -0.036
Br -3.761136 1.213956 -2.095338 -0.295 0.185 -0.969
H -1.568148 0.883371 -4.027878 -0.039 -0.081 0.053
H -1.588931 2.330614 -5.048144 -0.035 0.071 0.039
H -3.912511 1.917481 -4.469158 0.031 -0.042 0.006
H -3.413292 3.277603 -3.448827 0.046 -0.003 -0.003
Br -7.333370 3.718794 2.594511 0.089 -0.064 -0.029
C -6.437259 2.861122 4.093862 -0.280 0.105 -0.064
C -5.570660 3.832664 4.848947 0.183 -0.179 0.083
Br -3.917734 4.205043 3.888847 0.062 0.074 -0.027
H -5.880850 2.021377 3.690361 0.053 0.029 0.038
H -7.237431 2.491559 4.731539 0.034 0.029 0.049
H -5.258541 3.405126 5.799508 -0.003 -0.028 -0.019
H -6.053099 4.788165 5.025858 -0.037 -0.012 -0.066
Br -2.650519 -8.781430 -5.787450 0.081 0.009 0.010
C -2.026796 -8.790017 -3.943551 -0.266 -0.081 -0.134
C -1.963557 -7.396384 -3.379778 0.266 0.047 0.137
Br -0.412679 -6.432322 -4.054038 -0.079 0.063 -0.047
H -1.066071 -9.294967 -3.936358 0.031 0.067 0.018
H -2.753827 -9.388986 -3.399104 0.003 0.040 0.032
H -1.835542 -7.427079 -2.299427 -0.016 -0.054 -0.005
H -2.837534 -6.801705 -3.621552 -0.043 -0.071 -0.050
Br 3.795253 7.739148 4.909356 0.115 -0.020 -0.211
C 2.408494 9.027494 5.349121 0.355 0.038 0.130
C 1.591096 8.495524 6.490974 -0.438 0.057 -0.012
Br 0.390263 7.098900 5.851184 0.023 -0.077 0.153
H 1.822523 9.201474 4.452365 -0.042 -0.033 0.023
H 2.927551 9.944597 5.619325 -0.013 -0.028 0.079
H 0.949076 9.267602 6.910297 -0.001 0.032 -0.074
H 2.195838 8.064163 7.283535 0.044 -0.047 -0.068
Br 0.920465 1.494504 4.694660 -0.040 -0.021 -0.166
C 1.744680 1.159602 6.429437 -0.153 0.113 0.082
C 2.503798 2.361941 6.914078 0.227 -0.042 -0.082
Br 4.206354 2.551957 5.986070 -0.011 0.077 -0.067
H 2.364126 0.275757 6.318013 0.019 0.026 -0.034
H 0.916653 0.935099 7.096651 0.033 0.106 -0.047
H 2.761853 2.246799 7.964501 -0.063 -0.042 0.001
H 1.963008 3.293037 6.777082 -0.048 -0.054 0.008
Br 6.474243 4.197583 2.410953 -0.078 -0.043 0.060
C 6.641453 5.287060 4.016777 -0.044 0.109 -0.251
C 8.044675 5.252990 4.559395 0.011 -0.073 0.295
Br 8.410127 3.583541 5.487644 0.008 -0.013 -0.072
H 5.900134 4.925216 4.724113 0.048 -0.034 0.029
H 6.378876 6.296373 3.703936 0.056 0.010 0.012
H 8.182678 6.030916 5.307433 -0.058 0.024 -0.024
H 8.800049 5.357831 3.787489 -0.053 0.001 -0.046
Br -0.943795 3.736667 8.240956 0.117 -0.076 -0.018
C -0.254833 4.412611 9.934292 -0.264 0.034 -0.109
C 0.594186 5.640214 9.738447 0.210 -0.020 0.138
Br 2.359152 5.188251 9.052297 -0.028 0.156 -0.058
H 0.279896 3.595243 10.406963 0.053 0.034 -0.006
H -1.138440 4.651830 10.522033 0.026 0.041 0.009
H 0.777963 6.131655 10.691586 -0.040 -0.047 0.023
H 0.156969 6.351342 9.043744 -0.045 -0.069 -0.039
Br 3.688340 1.106694 -4.442516 0.009 -0.035 0.113
C 2.484892 0.078636 -5.572311 0.117 0.160 0.055
C 1.044023 0.318230 -5.212044 -0.051 -0.180 -0.174
Br 0.519754 -0.636755 -3.597930 0.112 -0.197 0.033
H 2.779895 -0.962281 -5.482036 -0.071 -0.017 0.001
H 2.683686 0.422787 -6.584993 -0.079 -0.002 -0.007
H 0.380765 -0.083579 -5.978299 0.323 0.106 0.198
H 0.817342 1.367732 -5.046761 0.116 0.023 0.044
Br -3.478984 -3.445119 -8.965638 0.131 0.032 -0.009
C -2.938958 -3.397050 -7.098459 -0.249 -0.131 -0.149
C -3.007231 -2.001973 -6.538981 0.165 -0.044 0.251
Br -1.503853 -0.916890 -7.146827 -0.443 -0.061 -0.239
H -1.944243 -3.828868 -7.045945 0.011 0.042 0.054
H -3.642203 -4.049100 -6.581837 0.011 0.031 0.049
H -2.923326 -2.023657 -5.453395 0.033 -0.040 -0.022
H -3.911933 -1.472426 -6.820619 0.012 -0.034 -0.084
Br 0.891432 -1.314988 8.693047 -0.057 -0.185 0.211
C -0.681126 -2.362913 8.222447 0.201 0.052 -0.204
C -1.847544 -1.479255 7.867546 -0.232 -0.058 0.178
Br -2.667004 -0.703214 9.452011 0.054 0.070 -0.059
H -0.882559 -3.021247 9.060932 -0.063 0.051 0.020
H -0.379480 -2.957540 7.362603 -0.030 0.020 -0.014
H -2.635086 -2.062403 7.394699 0.045 -0.041 -0.007
H -1.571337 -0.653302 7.218945 0.062 -0.030 -0.007
Br 3.142853 -8.584843 -5.047633 -0.078 0.036 -0.019
C 2.980933 -7.782872 -6.813189 0.132 -0.183 0.092
C 3.583577 -6.404173 -6.847994 -0.199 0.081 0.028
Br 2.418796 -5.099350 -5.992317 0.031 0.103 0.050
H 1.925907 -7.793847 -7.069609 0.003 0.058 0.006
H 3.522005 -8.450241 -7.480877 0.030 0.051 -0.017
H 3.690526 -6.059603 -7.874867 -0.011 -0.034 -0.008
H 4.546385 -6.344213 -6.347605 -0.316 -0.063 -0.042
Br 6.943721 -5.952231 -7.143109 0.303 0.050 -0.086
C 6.790711 -5.139702 -8.905838 0.189 -0.221 0.102
C 7.386085 -3.758312 -8.927905 -0.197 0.210 -0.118
Br 6.209116 -2.466022 -8.070902 0.056 -0.024 0.052
H 5.737951 -5.151383 -9.170374 0.005 0.084 -0.013
H 7.336989 -5.803071 -9.572979 0.024 0.045 -0.011
H 7.498699 -3.409017 -9.951961 -0.012 -0.048 -0.009
H 8.343004 -3.701121 -8.419842 -0.013 -0.063 0.023
Br -8.624102 -5.315228 -10.022323 -0.017 -0.035 0.078
C -8.434187 -4.377317 -8.329230 -0.047 0.082 -0.283
C -6.996687 -4.329792 -7.884549 -0.046 -0.094 0.266
Br -6.416441 -6.042140 -7.161918 0.114 0.062 -0.045
H -9.083355 -4.875800 -7.616704 0.056 -0.012 0.037
H -8.807570 -3.372558 -8.516315 0.048 0.016 0.033
H -6.874612 -3.618998 -7.068779 -0.056 0.017 -0.014
H -6.311648 -4.078117 -8.686282 -0.043 -0.013 -0.042
```
Forces are in eV/Å.

Results
**E_HOMO**: -11.171 eV
**Gap between HOMO and LUMO**: 9.5 eV
**Multiplicity**: 1
**Total charge**: +1

The following is a DFT calculation (ωB97M-V with the def2-TZVPD basis set) of the molecule C7H15NO4.

The geometry in XYZ format:
```
27
Properties=species:S:1:pos:R:3:forces:R:3
O -0.418693 0.144319 2.300405 -0.910 -0.342 -0.148
C -0.127640 -1.167148 1.657372 0.202 1.102 2.040
C -0.288211 -1.444710 0.163730 -1.545 -1.443 2.159
C -1.634158 -0.950181 -0.278595 -2.554 0.212 3.058
N -1.867546 0.471911 0.095739 2.112 0.759 -1.983
C -0.969835 1.433867 -0.741252 -0.308 1.809 4.079
C 0.462500 1.509710 -0.002399 -0.939 -2.329 -0.918
O 1.158168 2.694860 -0.280110 -0.217 1.336 1.117
C 1.424794 0.369426 -0.447435 0.568 2.412 -1.770
O 1.831566 0.581642 -1.817016 0.197 -0.339 -0.338
C 0.904513 -1.002346 -0.584287 0.431 -3.040 -1.095
O 1.999545 -1.952364 -0.130181 -0.824 0.186 -1.936
H -1.337679 0.499574 2.130603 1.422 -1.103 -0.363
H 0.955596 -1.194137 1.819944 -0.321 -0.650 0.472
H -0.688844 -1.851883 2.311141 0.443 -0.348 -0.587
H -0.282631 -2.608358 0.142402 -0.078 1.895 -0.262
H -1.893139 -1.142889 -1.257077 -0.007 -0.311 -2.707
H -2.506270 -1.514660 0.273864 1.834 0.680 -0.560
H -2.804024 0.730038 -0.103154 -0.969 0.007 -0.331
H -1.471632 2.512804 -0.634793 1.121 -2.336 -0.434
H -0.797978 1.182872 -1.754962 -0.294 -0.432 -1.214
H 0.348436 1.168293 1.034587 -0.289 1.550 -0.009
H 0.970303 3.365561 0.424493 0.214 -0.966 -1.001
H 2.324286 0.498511 0.184263 -0.464 -0.597 -0.007
H 2.010252 1.494586 -2.002449 0.254 0.871 0.294
H 0.597267 -1.166871 -1.686435 1.131 0.246 1.485
H 2.101054 -2.662427 -0.818397 -0.211 1.168 0.957
```
Forces are in eV/Å.

Results
**E_HOMO**: -9.050 eV
**SMILES**: OC[C@H]1CNC[C@H](O)[C@H](O)[C@H]1O
**Gap between HOMO and LUMO**: 9.7 eV
**Multiplicity**: 1

The following is a DFT calculation (ωB97M-V with the def2-TZVPD basis set) of the molecule C18H29NO2.

The geometry in XYZ format:
```
50
Properties=species:S:1:pos:R:3:forces:R:3
C -4.598462 -1.767565 0.308335 -0.019 0.094 -0.230
C -4.320570 -0.554068 -0.569792 0.001 -0.006 0.371
C -3.252334 0.369379 0.036268 -0.107 0.040 -0.369
C -3.107770 1.640160 -0.804522 -0.038 -0.100 0.260
C -1.941499 -0.364721 0.177845 -0.060 0.083 0.153
C -1.437273 -0.685392 1.433810 0.009 -0.013 -0.153
C -0.261431 -1.390908 1.573382 0.262 -0.154 -0.084
C 0.462285 -1.804310 0.454203 -0.341 0.066 0.211
O 1.588210 -2.522887 0.734268 -0.094 0.185 0.171
C 2.437451 -2.997045 -0.288652 0.521 -0.203 -0.307
C 3.682921 -2.127640 -0.511389 -0.424 0.041 0.017
C 3.366115 -0.665898 -0.840031 0.204 -0.057 0.167
C 3.120994 0.176419 0.419913 -0.108 -0.019 -0.097
N 2.000701 1.081541 0.252285 0.087 0.119 0.126
C 1.582607 1.674282 1.509431 -0.257 0.200 -0.070
C 0.313332 2.491032 1.277380 0.081 -0.245 0.312
O 0.505011 3.492359 0.303964 0.031 0.206 0.022
C 0.949052 2.923282 -0.904857 0.283 -0.065 -0.261
C 2.246960 2.140884 -0.708398 -0.330 0.111 -0.031
C -0.032173 -1.483641 -0.803644 0.282 -0.273 -0.114
C -1.215231 -0.777130 -0.928987 -0.104 0.052 0.148
H -4.947695 -1.455922 1.290531 -0.043 -0.008 0.140
H -5.362041 -2.397277 -0.142886 -0.064 -0.109 0.029
H -3.694712 -2.358697 0.438677 0.042 -0.104 0.049
H -5.243584 0.015226 -0.703168 -0.007 0.037 -0.095
H -3.990672 -0.888561 -1.555345 0.005 0.071 -0.102
H -3.588180 0.661532 1.037919 0.027 -0.048 -0.011
H -4.054554 2.175337 -0.838795 -0.087 0.076 -0.052
H -2.816628 1.401708 -1.824594 0.045 -0.010 -0.141
H -2.357708 2.302031 -0.377624 0.091 0.114 -0.017
H -1.977946 -0.381038 2.319139 -0.074 0.035 0.089
H 0.117907 -1.647213 2.550841 0.059 -0.042 0.118
H 1.894263 -3.119246 -1.229853 0.002 -0.018 0.081
H 2.760685 -3.991453 0.042485 -0.106 0.119 -0.115
H 4.239913 -2.580060 -1.334763 0.040 -0.084 0.043
H 4.312484 -2.168118 0.379172 0.095 -0.067 0.014
H 4.194559 -0.243640 -1.411950 -0.061 0.016 -0.068
H 2.473237 -0.619925 -1.462977 -0.013 0.054 -0.089
H 2.865699 -0.485034 1.249673 0.067 0.029 0.012
H 4.044395 0.718087 0.696976 -0.036 -0.036 0.039
H 1.366583 0.875962 2.221788 0.020 0.016 0.041
H 2.369322 2.327841 1.930096 -0.031 -0.047 0.021
H 0.012202 3.007372 2.190651 -0.013 -0.085 -0.009
H -0.484318 1.805302 0.958729 0.066 0.076 0.059
H 1.093648 3.753371 -1.598807 -0.008 -0.088 -0.019
H 0.182367 2.238892 -1.298202 0.049 0.042 -0.028
H 2.555337 1.707601 -1.660299 0.025 0.019 -0.050
H 3.039651 2.828669 -0.359090 0.002 -0.040 -0.044
H 0.480794 -1.779033 -1.706201 0.072 -0.011 -0.015
H -1.573912 -0.551850 -1.922930 -0.043 0.030 -0.119
```
Forces are in eV/Å.

Results
**E_HOMO**: -8.088 eV
**SMILES**: CC[C@H](C)c1ccc(OCCCCN2CCOCC2)cc1
**Gap between HOMO and LUMO**: 9.0 eV
**Multiplicity**: 1

The following is a DFT calculation (ωB97M-V with the def2-TZVPD basis set) of a 2-piece molecular cluster, C4H5NO2 overall.

The geometry in XYZ format:
```
12
Properties=species:S:1:pos:R:3:forces:R:3
C -1.425084 0.362334 0.018233 -0.524 -1.407 0.831
C -1.337462 -0.878968 0.172875 0.607 2.264 -0.315
C -1.531013 1.651616 -0.257434 -0.032 1.290 0.924
C 2.368055 0.099710 0.435246 1.231 -2.149 -4.563
N 1.879928 -0.623140 -0.527887 0.101 0.396 2.002
O 0.703979 -1.102706 -0.542338 -0.250 -0.637 -0.675
O -1.728976 -2.103668 0.240051 1.940 -1.640 -0.734
H -1.617680 1.845262 -1.317735 0.030 0.717 0.035
H -1.567882 2.474226 0.539402 0.058 -1.342 -1.451
H 1.849752 0.540496 1.153026 -2.638 1.485 3.230
H 3.374694 0.369942 0.284425 1.054 0.244 -0.074
H -0.968311 -2.635101 -0.197864 -1.579 0.779 0.791
```
Forces are in eV/Å.

Results
**E_HOMO (alpha / beta)**: -9.227 / -7.746 eV
**Gap between HOMO and LUMO (alpha / beta)**: 8.8 / 6.7 eV
**Multiplicity**: 1